<w>
The following is a quantum chemistry calculation of 2 unconnected molecules or ions with the total composition C4H10NS2, from OMol25.

## Properties
gap between HOMO and LUMO (spin up / spin down): 4.73 / 4.79 eV
net charge: +1
spin multiplicity: 1

Last column: Mulliken charge in e.
Atoms and positions in Å:
S: 2.5397 0.7523 -0.5154  -0.26
S: 1.4504 -1.3770 2.9871  0.17
N: -0.6504 1.3739 -0.5634  -0.47
C: -2.0903 -0.6439 -0.3973  -1.31
C: 0.7059 -1.3248 1.4979  -0.41
C: -0.6404 -0.0287 -0.2781  0.45
C: 0.1198 -0.2081 0.9969  -0.04
H: 3.8772 1.0292 -0.8819  0.21
H: -0.4751 2.1342 0.1238  0.20
H: -0.1990 0.5326 1.8047  0.29
H: -0.5002 1.6412 -1.5824  0.25
H: -2.5184 -0.3701 -1.3003  0.38
H: 2.0999 1.3892 -1.6287  0.14
H: -0.0014 -0.5768 -1.0985  0.30
H: -1.9381 -1.7575 -0.4747  0.37
H: 0.9757 -2.1433 0.8973  0.39
H: -2.7553 -0.4225 0.4131  0.33


<x>
The following is a quantum chemistry calculation of 2 unconnected molecules or ions with the total composition C4H10NS2, from OMol25.

## Properties
gap between HOMO and LUMO: 7.78 eV
net charge: +1
spin multiplicity: 1

Last column: Mulliken charge in e.
Atoms and positions in Å:
S: -1.1814 1.1088 -3.3125  -0.31
S: -0.6169 -2.2243 2.2304  -0.09
N: 1.5345 -0.3992 1.2454  -0.30
C: 0.7243 0.4958 0.3239  0.02
C: -0.4949 1.1296 0.9205  -1.31
C: 0.7524 -0.9565 0.1753  0.32
C: -0.2584 -1.9191 0.6977  -0.53
H: -0.2529 1.4123 2.0023  0.35
H: 1.0379 -0.2183 2.1970  0.30
H: -2.4017 1.5772 -3.1629  0.16
H: -1.3727 0.4628 0.8692  0.36
H: -0.7906 2.0959 0.4817  0.34
H: 2.5931 -0.2850 1.1866  0.32
H: -0.4110 -2.7155 -0.0940  0.30
H: -1.4019 0.6692 -4.5063  0.16
H: 1.1584 0.9973 -0.5359  0.50
H: 1.3819 -1.2309 -0.7184  0.41


<x> comes first in stability; the runner-up is 179.9 kJ/mol higher.


<w>
The following is a quantum chemistry calculation of C2H6N2 in the gas phase, from OMol25.

## Properties
gap between HOMO and LUMO: 10.53 eV
net charge: 0
spin multiplicity: 1

Last column: Mulliken charge in e.
Atoms and positions in Å:
N: -0.0492 -0.3440 0.5227  -0.18
N: -1.1059 -0.8098 -0.2529  -0.51
C: -0.9881 0.6095 0.0115  -0.12
C: 1.2497 -0.2362 -0.0829  -0.77
H: -1.7472 0.9928 0.7081  0.24
H: 1.8077 -1.1481 0.3457  0.24
H: -0.5244 1.3675 -0.7874  0.22
H: -1.8146 -1.0434 0.3953  0.25
H: 1.8056 0.7197 0.3291  0.29
H: 1.3664 -0.1081 -1.1892  0.32


<x>
The following is a quantum chemistry calculation of C2H6N2 in the gas phase, from OMol25.

## Properties
gap between HOMO and LUMO: 8.43 eV
net charge: 0
spin multiplicity: 1

Last column: Mulliken charge in e.
Atoms and positions in Å:
N: 0.7795 1.2093 -1.0685  -0.41
N: -0.7984 -1.2798 1.2345  -0.55
C: 0.1605 0.0805 -0.5885  -0.04
C: 0.0551 -0.2789 0.7060  -0.29
H: 0.9120 1.3456 -2.0442  0.18
H: -1.5803 -0.8826 1.7219  0.22
H: -0.4405 -0.4842 -1.2952  0.21
H: 0.6905 0.2940 1.3785  0.29
H: -1.0770 -1.8718 0.4685  0.23
H: 1.2986 1.8679 -0.5130  0.17


<y>
The following is a quantum chemistry calculation of C2H6N2 in the gas phase, from OMol25.

## Properties
gap between HOMO and LUMO (spin up / spin down): 9.80 / 9.84 eV
net charge: 0
spin multiplicity: 1

Last column: Mulliken charge in e.
Atoms and positions in Å:
N: -1.1268 0.8493 -0.3733  -0.54
N: -1.2098 -1.0624 0.1160  -0.53
C: 1.2273 0.1116 -0.1435  -1.13
C: -0.2652 0.0254 0.3793  0.51
H: 1.2502 0.2889 -1.2106  0.29
H: -0.0655 0.1319 1.4733  0.30
H: 1.5047 -0.9148 0.0084  0.33
H: 1.8217 0.8387 0.4096  0.31
H: -1.2297 -1.5646 -0.7717  0.23
H: -1.9068 1.2960 0.1127  0.23


<z>
The following is a quantum chemistry calculation of 4 unconnected molecules or ions with the total composition C2H6N2, from OMol25.

## Properties
gap between HOMO and LUMO: 9.81 eV
net charge: 0
spin multiplicity: 1

Last column: Mulliken charge in e.
Atoms and positions in Å:
N: -0.6312 -1.1710 -0.9220  -0.62
N: 1.1395 0.3743 -0.5391  -0.42
C: -0.0948 -0.1844 -0.3040  0.54
C: -0.8150 0.2179 0.9055  -0.83
H: -2.1204 -0.4053 0.7258  0.27
H: -0.9278 1.6635 1.0542  0.24
H: 1.7609 0.3017 -1.3713  0.19
H: 0.1163 -0.3874 1.9298  0.21
H: 1.5438 1.0153 0.2138  0.22
H: 0.0288 -1.4247 -1.6926  0.20


<x> comes first in stability; the runner-up is 195.6 kJ/mol higher.


<w>
The following is a quantum chemistry calculation of C2H6N2 in the gas phase, from OMol25.

## Properties
gap between HOMO and LUMO: 8.74 eV
net charge: 0
spin multiplicity: 1

Last column: Mulliken charge in e.
Atoms and positions in Å:
N: 0.5637 -0.6606 1.7369  -0.42
N: -0.4885 0.7003 -1.7817  -0.47
C: 0.2312 0.1795 -0.6408  -0.09
C: -0.1701 0.0546 0.6409  -0.26
H: -0.3322 0.2848 -2.6873  0.22
H: 0.0398 -1.1621 2.3399  0.16
H: 1.5277 -0.6299 1.9483  0.16
H: -1.4581 0.9641 -1.5625  0.20
H: 1.2068 -0.2418 -0.8984  0.27
H: -1.1205 0.5110 0.9048  0.24


<x>
The following is a quantum chemistry calculation of a molecular structure, C2H6N2, from OMol25.

## Properties
gap between HOMO and LUMO: 9.86 eV
net charge: 0
spin multiplicity: 1

Last column: Mulliken charge in e.
Atoms and positions in Å:
N: -1.3001 -0.1044 0.5074  -0.56
N: 0.5688 -0.7447 -0.6734  -0.37
C: 1.4013 0.1430 -0.2796  -0.38
C: -0.5883 -1.0208 -0.0359  0.19
H: 2.3165 0.2247 -0.8569  0.26
H: -0.1790 2.1434 -0.1324  0.13
H: -2.2646 -0.3635 0.6901  0.19
H: -0.7418 1.5655 0.0736  -0.11
H: 1.6487 0.2383 0.7799  0.30
H: -0.8616 -2.0817 -0.0728  0.35


<w> comes first in stability; the runner-up is 169.1 kJ/mol higher.


<w>
The following is a quantum chemistry calculation of 2 unconnected molecules or ions with the total composition C2H6N2, from OMol25.

## Properties
gap between HOMO and LUMO: 10.99 eV
net charge: 0
spin multiplicity: 1

Last column: Mulliken charge in e.
Atoms and positions in Å:
N: 0.2076 3.3372 -0.3157  -0.46
N: -0.3963 -3.4076 0.1622  -0.48
C: -0.2329 2.3948 0.3823  -0.25
C: 0.0920 -2.6012 -0.6692  -0.22
H: 0.7230 -1.7464 -0.4308  0.21
H: 0.7692 4.0390 0.1646  0.24
H: -0.1181 2.2555 1.4582  0.23
H: -0.0987 -2.7194 -1.7424  0.25
H: -0.8451 1.6432 -0.1192  0.25
H: -0.1008 -3.1951 1.1100  0.24


<x>
The following is a quantum chemistry calculation of C2H6N2 in the gas phase, from OMol25.

## Properties
gap between HOMO and LUMO: 10.21 eV
net charge: 0
spin multiplicity: 1

Last column: Mulliken charge in e.
Atoms and positions in Å:
N: 0.0241 0.5156 0.5673  -0.33
N: 1.8753 -0.3673 -0.5775  -0.66
C: -1.2748 -0.1761 0.5008  -0.79
C: 0.7965 0.3005 -0.5620  0.04
H: 0.6070 0.5413 1.3800  0.28
H: -1.8559 0.1096 1.3987  0.27
H: -1.7708 0.0966 -0.4224  0.31
H: 2.2010 -0.5047 -1.5269  0.25
H: 0.4335 0.6891 -1.5317  0.34
H: -1.0359 -1.2046 0.7736  0.31


<y>
The following is a quantum chemistry calculation of C2H6N2 in the gas phase, from OMol25.

## Properties
gap between HOMO and LUMO: 10.40 eV
net charge: 0
spin multiplicity: 1

Last column: Mulliken charge in e.
Atoms and positions in Å:
N: -0.2604 1.7430 1.0221  -0.65
N: -0.5818 -0.0554 -0.4398  -0.31
C: 0.0903 -1.3273 -0.3685  -0.85
C: 0.1976 0.9797 0.0241  0.06
H: -1.5606 -0.1752 -0.0466  0.31
H: 0.8361 -1.5195 0.4411  0.27
H: 1.1802 1.1568 -0.4691  0.34
H: -0.6141 -2.0603 -0.1016  0.33
H: 0.6506 -1.3637 -1.3536  0.27
H: 0.0621 2.6220 1.2919  0.21


<x> comes first in stability; the runner-up is 45.4 kJ/mol higher.